Here is C34H27Cl2IrN5O3SSi as an isolated structure from OMol25. Energies are from ωB97M-V with the def2-TZVPD basis set.

```
! RIJCOSX wB97M-V def2-TZVPD def2/J DEFGRID3
* xyz 0 2
Ir -0.47163 0.41669 0.37815
Cl -1.72345 7.00260 -0.88351
C -0.93320 5.51875 -0.49002
C -1.67059 4.35074 -0.51694
C -1.04749 3.14575 -0.19850
N -1.65616 1.91005 -0.13524
C -2.96395 1.63598 -0.33998
O -3.84738 2.38570 -0.71633
C -3.28708 0.19378 0.02912
C -4.58444 -0.27524 -0.01967
C -4.84755 -1.55931 0.42788
C -3.80657 -2.33386 0.91736
C -2.52829 -1.80889 0.92247
N -2.27998 -0.57810 0.47864
C 0.33325 3.12157 0.13130
C 1.05552 4.31829 0.16297
C 0.42459 5.50165 -0.14863
Cl 1.34624 6.96437 -0.10731
N 0.86599 1.87624 0.36791
C 2.15736 1.73932 0.90805
O 2.51194 2.31751 1.90718
C 3.05667 0.75281 0.22115
C 3.98703 0.06006 0.98695
C 4.82226 -0.83502 0.34123
C 4.71358 -0.97038 -1.03283
C 3.76862 -0.20743 -1.70524
N 2.93917 0.63136 -1.09554
H -2.71513 4.36322 -0.78267
H -5.35119 0.38775 -0.39537
H -5.85527 -1.95186 0.40110
H -3.97196 -3.33733 1.28216
H -1.67381 -2.37517 1.26798
H 2.10002 4.33169 0.43452
H 4.03227 0.22901 2.05405
H 5.55018 -1.40968 0.89947
H 5.34526 -1.65567 -1.58178
H 3.65375 -0.28868 -2.78086
S 2.03676 -2.29156 3.02212
C 2.26999 -2.90259 1.41335
C 3.04152 -3.98198 0.99559
C 3.03890 -4.29462 -0.35053
C 2.29271 -3.54092 -1.26280
C 1.54103 -2.45949 -0.85110
C 1.52752 -2.14698 0.50353
N 0.79760 -1.11995 1.09792
C 0.96072 -1.09737 2.40058
C 0.22799 -0.11367 3.17417
C 0.28081 -0.01545 4.56402
C -0.47694 0.94994 5.19689
C -1.27443 1.80159 4.43571
C -1.32102 1.69821 3.05307
C -0.56554 0.73515 2.38359
H 3.61627 -4.56441 1.70328
H 3.62248 -5.13535 -0.70201
H 2.31309 -3.80552 -2.31252
H 0.97773 -1.83316 -1.52823
H 0.90780 -0.68424 5.14341
H -0.44857 1.04553 6.27382
H -1.86511 2.56190 4.93219
H -1.94293 2.38746 2.49336
C -2.32382 0.34840 -3.79970
Si -1.14448 -0.81381 -2.91646
C 0.21153 -1.28746 -4.13771
C -2.10165 -2.38605 -2.49788
O -0.49765 -0.12546 -1.61345
H -2.64373 -0.05517 -4.76394
H -1.84250 1.31238 -3.98071
H -3.22183 0.54102 -3.20549
H -0.22625 -1.65436 -5.07024
H 0.86968 -2.07199 -3.75606
H 0.82911 -0.41808 -4.37535
H -2.41339 -2.89950 -3.41180
H -3.00676 -2.16513 -1.92476
H -1.49517 -3.08558 -1.91508
*
```

Computed properties:
* largest force on an atom: 0.594 eV/A
* HOMO energy (alpha / beta): -0.274 / -0.287 hartree

=====

Here is a 2-piece molecular cluster, C5H15N2O overall from OMol25. Energies are from ωB97M-V with the def2-TZVPD basis set.

```
! RIJCOSX wB97M-V def2-TZVPD def2/J DEFGRID3
* xyz 1 1
C -1.56566 3.12916 1.40312
C -0.73486 2.14714 0.44773
C -0.57962 0.75170 0.92906
C 0.63479 -0.14434 0.72830
N 1.31889 0.10853 -0.53250
C 0.87411 -0.47799 -1.66165
N 0.51565 -1.72802 -1.56737
H -2.15306 2.40303 2.07990
H -0.98116 3.72716 2.16847
H -2.28889 3.53536 0.71702
H -1.26933 2.14860 -0.54287
H 0.18206 2.67069 0.28004
H -1.46544 0.15125 0.58708
H -0.87249 0.65275 1.97752
H 1.47100 -0.14100 1.47029
H 0.29826 -1.14668 0.96917
H 1.66506 1.04561 -0.62817
H 0.78562 0.10976 -2.58737
H 0.86145 -2.37183 -0.88164
H -0.00432 -2.15658 -2.32013
H 0.89348 -5.22771 -1.62680
H 1.18990 -4.74057 -0.24446
O 1.22455 -4.44600 -1.16472
*
```

Computed properties:
* largest force on an atom: 3.603 eV/A
* HOMO energy: -0.529 hartree

=====

Here is C14H28F6MnN4O10S2 as an isolated structure from OMol25. Energies are from ωB97M-V with the def2-TZVPD basis set.

```
! RIJCOSX wB97M-V def2-TZVPD def2/J DEFGRID3
* xyz 0 6
Mn -0.17308 0.06377 0.44321
C 1.13406 4.29144 0.03075
F 1.13465 5.58354 0.29124
F 0.47095 4.02310 -1.09570
F 2.39421 3.91358 -0.16340
S 0.38269 3.34424 1.45787
O 1.38853 3.47811 2.49539
O -0.91267 3.93902 1.72709
O 0.24703 1.99802 0.87971
C 4.37205 0.35267 0.87288
F 4.75768 0.46387 -0.40076
F 5.39216 0.02335 1.62823
F 3.87775 1.52751 1.24420
S 3.01650 -0.95823 1.05119
O 3.41134 -2.06675 0.20143
O 3.03729 -1.22771 2.48294
O 1.76128 -0.32658 0.59991
C 0.17319 -2.91886 0.19933
O -0.61108 -1.97191 0.14702
N 0.28424 -3.84788 -0.75682
C -0.54632 -3.78454 -1.94855
C 1.25174 -4.92506 -0.65850
H 0.89613 -3.07576 1.00923
H -1.04675 -4.75112 -2.05094
H 0.08622 -3.62958 -2.82419
H -1.27420 -2.98926 -1.83756
H 0.71128 -5.81436 -0.31239
H 1.68005 -5.11348 -1.64067
H 2.04449 -4.74421 0.06301
C -1.06715 -0.39865 3.70950
O -0.93179 -0.28543 2.49598
N -0.22996 0.15613 4.58090
C 0.97761 0.86806 4.22731
C -0.67234 0.39375 5.94760
H -1.96806 -0.86447 4.11945
H 1.81582 0.43219 4.78196
H 0.92240 1.93193 4.44620
H 1.28969 0.71368 3.19593
H -1.62046 -0.05952 6.23098
H 0.06112 0.00452 6.65858
H -0.74023 1.46911 6.11851
C 1.12952 0.90265 -2.21912
O 0.34206 0.18262 -1.61976
N 1.30763 0.88270 -3.54099
C 2.22350 1.76021 -4.22733
C 0.41192 0.06497 -4.34165
H 1.73460 1.70162 -1.76687
H 1.75718 2.63101 -4.69282
H 2.76865 1.20962 -4.99279
H 2.97249 2.15745 -3.54135
H 0.74791 0.02483 -5.37639
H 0.30563 -0.93916 -3.93901
H -0.59755 0.48539 -4.39371
C -3.46730 0.50402 -0.03467
O -2.26032 0.34940 -0.03514
N -4.22592 0.35311 -1.14303
C -5.66780 0.59973 -1.02099
C -3.71082 -0.11490 -2.39756
H -4.09246 0.74205 0.83414
H -5.88063 1.61972 -1.34963
H -6.01571 0.48972 0.00103
H -6.19620 -0.08710 -1.68088
H -2.62408 -0.06472 -2.40112
H -4.03369 -1.15207 -2.54439
H -4.10669 0.47893 -3.22405
*
```

Computed properties:
* largest force on an atom: 2.053 eV/A
* HOMO energy (alpha / beta): -0.310 / -0.341 hartree

=====

Here is C28H64Br2InO7 as an isolated structure from OMol25. Energies are from ωB97M-V with the def2-TZVPD basis set.

```
! RIJCOSX wB97M-V def2-TZVPD def2/J DEFGRID3
* xyz -1 1
C 1.69129 -3.12667 -0.58704
C 0.77074 -1.89372 0.01557
C -0.72657 -1.81834 -0.71789
O -0.68515 -1.64294 -2.06692
O -2.01075 -1.95363 0.03020
C -2.79670 -0.71441 -0.12686
C -3.72619 -0.65719 -1.47640
In -4.18818 -2.66673 -2.41142
C -5.63749 -3.95927 -1.24743
Br -5.99571 -5.83024 -1.97670
C -6.32013 -3.52835 0.00261
C -6.10338 -2.02468 0.62566
Br -7.56569 -4.75287 1.03764
H 2.83709 -2.81622 -0.50718
H 1.49022 -4.15930 -0.06479
H 1.49337 -3.26356 -1.75497
H 1.31762 -0.86019 -0.21629
H 0.60286 -1.97002 1.17231
H -3.45425 -0.45109 0.82956
H -2.01040 0.17792 -0.22099
H -4.75896 -0.10454 -1.29392
H -3.13029 0.01336 -2.26316
H -2.65321 -3.61704 -2.57160
H -4.82443 -2.38229 -4.09783
H -5.00196 -1.97689 1.02903
H -6.82021 -1.89500 1.56891
H -6.36704 -1.15334 -0.12505
C 7.05229 -1.37495 1.60813
C 5.80011 -0.85662 0.92153
O 4.59127 -1.28083 1.54609
C 4.39478 -0.87360 2.89828
C 4.35266 0.63370 3.07798
H 7.01836 -2.46582 1.70199
H 7.94367 -1.09643 1.03838
H 7.15737 -0.96341 2.61623
H 5.77557 -1.24894 -0.10009
H 5.81915 0.23411 0.83387
H 5.15298 -1.32720 3.54377
H 3.43180 -1.29064 3.21109
H 5.31400 1.09492 2.83928
H 4.10854 0.88804 4.11435
H 3.60215 1.07921 2.41861
C -3.80299 -8.11165 0.83251
C -3.74053 -7.63681 2.27427
O -2.51287 -6.99523 2.60973
C -2.19016 -5.81376 1.87974
C -3.20714 -4.69888 2.04952
H -2.94604 -8.75285 0.59915
H -4.72437 -8.67404 0.65494
H -3.78315 -7.27192 0.13170
H -3.82487 -8.50801 2.93164
H -4.58667 -6.98531 2.51370
H -2.03823 -6.05206 0.82267
H -1.22392 -5.46751 2.26131
H -4.17690 -4.97014 1.62544
H -2.86477 -3.78964 1.54514
H -3.36269 -4.47779 3.10944
C 1.95229 2.47317 0.64272
C 0.70011 2.99150 -0.04388
O -0.50873 2.56729 0.58067
C -0.70522 2.97452 1.93287
C -0.74734 4.48182 2.11257
H 1.91836 1.38230 0.73657
H 2.84367 2.75169 0.07296
H 2.05737 2.88471 1.65082
H 0.67557 2.59918 -1.06550
H 0.71915 4.08223 -0.13155
H 0.05298 2.52092 2.57836
H -1.66820 2.55748 2.24567
H 0.21400 4.94304 1.87386
H -0.99146 4.73616 3.14893
H -1.49785 4.92733 1.45320
C 4.05966 6.62300 3.53276
C 4.87443 6.12381 2.35165
O 4.08409 5.52935 1.32536
C 3.11401 6.36726 0.70106
C 3.71448 7.57492 0.00319
H 3.42960 5.82180 3.93407
H 4.71961 6.98528 4.32648
H 3.39848 7.44586 3.24570
H 5.55945 5.34655 2.70498
H 5.49861 6.92086 1.93592
H 2.35194 6.66862 1.42612
H 2.60431 5.74900 -0.04531
H 4.18228 8.25990 0.71441
H 2.93906 8.13004 -0.53430
H 4.48472 7.26460 -0.70881
C -0.74357 2.78819 -5.92659
C -2.01302 2.25211 -5.28691
O -2.61853 1.19307 -6.02386
C -1.83877 0.01281 -6.20231
C -1.45553 -0.66413 -4.89812
H -0.92938 3.08555 -6.96438
H -0.37231 3.65460 -5.37138
H 0.04904 2.03437 -5.93964
H -2.74954 3.06078 -5.24414
H -1.83459 1.94094 -4.25296
H -0.95440 0.23191 -6.80825
H -2.45260 -0.67886 -6.78873
H -0.78770 -0.03885 -4.30071
H -0.93998 -1.60940 -5.09564
H -2.34441 -0.86605 -4.29345
*
```

Computed properties:
* largest force on an atom: 8.955 eV/A
* HOMO energy: -0.183 hartree

=====

Here is a 7-piece molecular cluster, C54H95BrN3O22PS2 overall from OMol25. Energies are from ωB97M-V with the def2-TZVPD basis set.

```
! RIJCOSX wB97M-V def2-TZVPD def2/J DEFGRID3
* xyz 0 1
C 6.17273 -2.69134 0.00663
C 5.45951 -2.91248 1.17535
C 3.95959 -2.72721 1.16062
C 3.55120 -1.38838 1.86265
O 3.29922 -0.46977 0.83263
C 2.28550 0.48492 1.11042
C 2.86465 1.76442 1.71646
C 1.51419 0.82025 -0.17703
O 0.14745 0.78707 0.13467
C -0.82567 0.91967 -0.91304
C -2.06143 1.39045 -0.08702
C -3.43754 1.24410 -0.71298
C -4.47726 1.71058 0.32642
N -4.57755 0.73253 1.40348
C -5.59615 -0.28975 1.17949
C -5.15992 -1.61511 1.80255
C -3.81289 -1.97126 1.74115
C -3.33009 -3.14200 2.31466
C -4.23157 -3.97740 2.97199
C -5.57781 -3.64836 3.00721
C -6.05471 -2.47933 2.42963
O -7.40744 -2.16877 2.48828
C -1.22271 -0.50634 -1.34743
C -0.10358 -1.46981 -1.77954
C -0.69519 -2.46869 -2.80765
S -0.06047 -4.16917 -2.55383
C -1.16175 -4.66010 -1.23608
S -0.54660 -4.83250 0.25609
N -2.49435 -4.85311 -1.54477
C -3.15627 -4.68300 -2.75953
C -4.44354 -5.03036 -2.53315
N -4.62690 -5.41895 -1.20818
C -3.45438 -5.31318 -0.66053
C -0.46527 1.89578 -2.06817
C -1.20664 3.24703 -2.04147
C -0.56537 1.29628 -3.49643
C -1.96578 1.19056 -4.13185
C -2.35506 2.38868 -5.02285
P 4.95922 -0.94648 3.03271
O 5.74695 0.25636 2.24317
Br 4.00287 -0.04615 4.88507
H 6.84227 -1.84661 -0.14458
H 6.09346 -3.39673 -0.81960
H 5.99115 -3.24986 2.05563
H 3.46493 -3.57698 1.64036
H 3.65773 -2.61577 0.12178
H 2.67798 -1.59352 2.48831
H 1.54055 0.12479 1.82679
H 3.55924 1.56324 2.52662
H 3.38348 2.34939 0.95711
H 2.05006 2.36568 2.12304
H 1.84615 1.81546 -0.48558
H 1.86956 0.12769 -0.94517
H -1.89054 2.36568 0.36391
H -2.05125 0.69812 0.75645
H -3.62312 1.84961 -1.60013
H -3.72964 0.21751 -0.93826
H -4.11579 2.64855 0.75443
H -5.44620 1.89868 -0.15271
H -4.69142 1.17059 2.30434
H -6.51490 -0.00907 1.70509
H -5.82753 -0.40818 0.12182
H -3.12174 -1.31366 1.23339
H -2.27313 -3.36031 2.26484
H -3.84185 -4.87100 3.44010
H -6.25403 -4.32709 3.51144
H -7.76304 -2.33112 1.60927
H -1.66690 -0.95095 -0.45494
H -2.00286 -0.52196 -2.10283
H 0.27111 -2.07220 -0.95441
H 0.74066 -0.99928 -2.27499
H -0.39150 -2.18024 -3.81177
H -1.77716 -2.52186 -2.72864
H -2.68416 -4.35029 -3.66249
H -5.25722 -5.02562 -3.23596
H -3.27122 -5.56289 0.36849
H 0.57221 2.22824 -2.03244
H -1.14925 3.71736 -1.06491
H -0.64954 3.90906 -2.71033
H -2.21300 3.20101 -2.43919
H -0.02230 2.01261 -4.11956
H -0.01310 0.36439 -3.58393
H -1.91609 0.34691 -4.82793
H -2.76810 0.94113 -3.44198
H -1.52626 2.72947 -5.63875
H -2.85907 3.18058 -4.47669
H -3.10146 1.99506 -5.71856
H 6.65767 -0.05150 2.16544
C 12.54746 -2.39777 -1.27161
C 11.67832 -1.16361 -1.16027
O 10.60553 -1.35912 -0.22554
C 10.94995 -1.21517 1.05528
O 12.03577 -0.90612 1.46837
O 9.87508 -1.46354 1.80573
C 10.10608 -1.37159 3.21437
H 11.93741 -3.27102 -1.50873
H 13.29973 -2.27130 -2.05005
H 13.06028 -2.60464 -0.33274
H 11.20774 -0.95874 -2.12045
H 12.25634 -0.28201 -0.88565
H 10.55018 -0.41482 3.48008
H 10.74006 -2.18717 3.55796
H 9.13395 -1.45632 3.69392
C 12.53725 -9.69706 -1.55852
C 12.94140 -8.40393 -2.23358
O 11.79770 -7.60918 -2.57902
C 11.25718 -6.92141 -1.57444
O 11.65157 -6.89526 -0.43777
O 10.19642 -6.26567 -2.04670
C 9.47187 -5.53439 -1.05556
H 11.81805 -10.23911 -2.17383
H 13.40969 -10.32915 -1.39342
H 12.06479 -9.50378 -0.59605
H 13.44679 -8.61619 -3.17406
H 13.62824 -7.82712 -1.61480
H 10.13003 -4.87456 -0.49417
H 8.95656 -6.21746 -0.38174
H 8.73092 -4.93062 -1.57211
C -1.96016 6.64066 5.72674
C -1.56405 6.42138 4.28238
O -2.43366 5.47637 3.63723
C -3.61632 5.96076 3.24385
O -3.99196 7.09474 3.36852
O -4.32229 4.96227 2.69785
C -5.65031 5.33039 2.31000
H -2.01543 5.68749 6.25513
H -1.23397 7.28088 6.22692
H -2.94034 7.11185 5.79584
H -0.56775 5.98596 4.23244
H -1.54307 7.35669 3.72406
H -5.64663 6.21074 1.67176
H -6.26165 5.50439 3.19367
H -6.06368 4.49309 1.75344
C -3.82922 1.22092 9.07062
C -3.55211 0.16851 8.01813
O -4.03330 0.57217 6.72932
C -3.25712 1.43705 6.07558
O -2.20560 1.87865 6.46203
O -3.85073 1.73504 4.92274
C -3.15752 2.71571 4.13689
H -4.88857 1.48118 9.07905
H -3.54621 0.85620 10.05808
H -3.26939 2.13316 8.86677
H -4.08723 -0.74871 8.25793
H -2.49126 -0.07479 7.96537
H -2.11853 2.42749 3.98519
H -3.21697 3.68236 4.61139
H -3.64342 2.77020 3.17166
C -12.45117 6.84128 1.17125
C -11.22954 6.31134 0.45168
O -10.28804 5.73167 1.36704
C -10.58193 4.50066 1.78434
O -11.53370 3.84516 1.45098
O -9.63744 4.12272 2.64714
C -9.86242 2.83945 3.23917
H -12.15697 7.52933 1.96476
H -13.10655 7.36355 0.47443
H -13.01459 6.03098 1.63262
H -10.70054 7.12806 -0.03629
H -11.50017 5.58921 -0.31812
H -10.03360 2.08137 2.47837
H -10.70732 2.88487 3.92430
H -8.96404 2.58947 3.79665
C 0.09863 0.03569 -7.40674
C -0.83240 0.67961 -8.41056
O -0.16408 1.71738 -9.13956
C 0.62304 1.29988 -10.13093
O 0.79609 0.15748 -10.46642
O 1.19155 2.37056 -10.68466
C 2.12331 2.06767 -11.72551
H 0.54326 0.79718 -6.76339
H -0.44590 -0.67968 -6.78861
H 0.91301 -0.49264 -7.90145
H -1.65863 1.15397 -7.88244
H -1.26430 -0.04882 -9.09616
H 1.67475 1.42199 -12.47703
H 3.01321 1.59870 -11.30849
H 2.39862 3.01303 -12.18400
*
```

Computed properties:
* structure (SMILES): C=CC[C@H](O[C@@H](C)CO[C@](CCCNCc1ccccc1O)(CCCSC(=S)n1ccnc1)[C@H](C)CCC)P(O)Br.CCOC(=O)OC.CCOC(=O)OC.CCOC(=O)OC.CCOC(=O)OC.CCOC(=O)OC.CCOC(=O)OC
* largest force on an atom: 2.186 eV/A
* HOMO energy: -0.276 hartree

=====

Here is C8H14ClCsLiMgNO9P as an isolated structure from OMol25. Energies are from ωB97M-V with the def2-TZVPD basis set.

```
! RIJCOSX wB97M-V def2-TZVPD def2/J DEFGRID3
* xyz 1 1
C 3.46922 1.80049 -0.48468
O 2.42371 1.05504 0.07081
C 1.80187 0.17832 -0.85313
C 0.57404 0.76404 -1.51389
O 0.82473 2.08879 -1.95905
C 0.57599 2.87221 -0.84735
O 1.09940 3.91151 -0.63813
O -0.29578 2.23667 -0.03293
C -0.62311 0.98609 -0.60686
Cl -2.10248 1.23703 -1.61947
H 3.42548 1.88985 -1.61048
H 3.49337 2.81158 -0.08631
H 4.40352 1.26757 -0.24369
H 2.52016 -0.08485 -1.64066
H 1.57237 -0.74291 -0.31663
H 0.27562 0.06411 -2.29583
H -0.91293 0.20309 0.08578
Cs 4.27187 1.78291 -3.05801
O -5.17984 1.95569 -1.04758
P -5.77417 0.88076 -1.94805
O -7.25194 1.17899 -1.74968
O -5.41769 -0.52210 -1.45941
O -5.30342 1.00793 -3.39021
C -0.37382 -2.47427 1.40580
O -0.84385 -1.73522 0.54844
N 0.34144 -2.06645 2.46298
C 0.86875 -3.00327 3.43958
C 0.58823 -0.64393 2.64558
H -0.52376 -3.56517 1.40001
H 0.46181 -2.79121 4.42852
H 1.95670 -2.93582 3.48384
H 0.59288 -4.01846 3.16033
H -0.35346 -0.10110 2.73162
H 1.13872 -0.23507 1.79863
H 1.17243 -0.49816 3.54963
Li -4.31996 -0.76421 -3.38008
Mg 1.42387 -3.99049 -0.42943
*
```

Computed properties:
* largest force on an atom: 8.894 eV/A
* HOMO energy: -0.353 hartree

=====

Q: Number 6 is which compound?
A: C8H14ClCsLiMgNO9P